Entry 1:
9
Properties=species:S:1:pos:R:3 method="wB97M-V/def2-TZVPD" de_lowest_ev=0.587 lumo_ha=-0.0687 homo_energy_ev=-9.7186 charge=0 total_energy_ha=-1148.9492 smiles="O=CC(=S)[C@@H](F)Cl"
O -2.5206 -0.0322 -0.5350
C -1.5349 0.1690 0.1338
C -0.1755 0.1925 -0.4878
S -0.0114 0.0815 -2.0816
C 0.9675 0.3401 0.4525
F 0.7155 1.3571 1.2771
Cl 1.0580 -1.0773 1.4324
H -1.5754 0.3312 1.1945
H 1.9563 0.5118 -0.0441

Entry 2:
23
Properties=species:S:1:pos:R:3 method="wB97M-V/def2-TZVPD" de_lowest_ev=4.959 lumo_ha=-0.0175 homo_energy_ev=-7.6641 charge=0 total_energy_ha=-421.6180
C -0.8034 0.7599 -0.6216
C -1.6589 1.9540 -0.2408
C -1.5770 -0.3153 -1.3518
C -0.2813 0.1111 1.0276
O -1.1696 -0.4942 1.6158
H 0.0623 1.0912 -1.1965
H 0.1220 1.0760 1.4016
H -2.1194 2.3809 -1.1367
H -2.3903 -0.6886 -0.7265
H -1.0625 2.7443 0.2188
H -2.4347 1.6510 0.4639
H -0.9316 -1.1531 -1.6115
H -2.0271 0.0836 -2.2663
C 0.9094 -2.3516 0.5552
N 2.4838 0.8218 -0.0105
C 1.2823 -0.9135 0.8049
N 1.7475 -0.2338 -0.2916
H 2.7751 1.3773 -0.8018
H 2.7814 1.0094 0.9457
H 1.8827 -0.7933 1.7185
H 0.2132 -2.6695 1.3309
H 0.4087 -2.4503 -0.4047
H 1.7875 -2.9973 0.5775

Entry 3:
7
Properties=species:S:1:pos:R:3 method="wB97M-V/def2-TZVPD" de_lowest_ev=5.880 lumo_ha=-0.0341 homo_energy_ev=-9.7253 charge=0 total_energy_ha=-261.9478 smiles="O=CC1=NN1"
O 0.6068 1.8984 0.2901
C -0.2335 1.0688 0.0369
C -0.1374 -0.3286 0.6032
N 1.0917 -0.9185 0.3203
N 0.4941 -1.6407 -0.5011
H -1.1866 1.3253 -0.4641
H -0.6352 -1.4046 -0.2853